{"formula": "C3H7N2S", "method": "ωB97M-V with the def2-TZVPD basis set", "total_charge": 1, "homo_lumo_gap_ha": [0.25421, 0.26741], "homo_energy_ev": [-12.211, -12.564], "lumo_ha": [-0.1945, -0.1943], "de_lowest_kcal_mol": 122.7, "energy_ha": -625.776600, "symbols": ["S", "N", "N", "C", "C", "C", "H", "H", "H", "H", "H", "H", "H"], "positions_angstrom": [[-0.770, 2.805, -1.791], [-1.790, -1.573, -0.017], [-1.029, 0.414, -0.832], [2.118, 1.339, 0.272], [-0.349, 1.541, -0.861], [-1.032, -0.501, 0.074], [2.641, 1.816, -0.479], [-0.262, -0.803, 0.713], [1.733, 0.248, 0.139], [1.960, 1.923, 1.177], [-1.832, 0.459, -1.549], [-1.642, -2.258, 0.761], [-2.564, -1.636, -0.608]], "forces_ev_per_angstrom": [[0.770, -1.530, 1.236], [0.969, -0.205, 2.587], [-3.380, -0.450, -1.892], [-3.121, -2.488, 0.809], [2.257, 4.769, -0.844], [-0.361, -3.624, -1.010], [0.992, 0.584, -1.651], [1.621, 1.500, 1.382], [1.370, 2.275, 0.526], [-0.101, -0.539, -0.036], [1.111, -0.588, 1.255], [-0.680, 0.657, -1.407], [-1.446, -0.362, -0.954]]}